Entry 1:
A 5-piece molecular cluster, C33H75N4O overall in a non-equilibrium geometry, computed with the ωB97M-V functional and the def2-TZVPD basis.

The expectation value of S² is 0.7538. Its HOMO energy (spin up / spin down) is -19.47 / -19.47 eV. The total charge is +4. As for the multiplicity: 2. For the HOMO-LUMO gap (spin up / spin down), the calculation gives 0.390 / 0.292 hartree.

Geometry (Å):
C (3.9068, 14.0756, 11.6457)
O (3.4282, 13.7683, 12.9531)
H (4.9965, 14.0582, 11.6339)
H (3.6145, 13.3607, 10.8766)
H (3.4985, 15.0373, 11.3349)
C (6.0603, 9.6729, 11.8998)
C (5.9670, 9.7150, 13.3685)
C (5.5101, 11.0671, 13.9393)
N (6.1080, 11.3374, 15.3982)
C (7.6537, 11.3105, 15.3598)
C (5.5019, 10.4777, 16.5207)
C (5.7820, 11.2348, 17.8416)
C (5.6883, 12.6687, 17.4536)
C (5.5587, 12.7147, 15.9000)
H (5.6129, 8.7235, 11.6054)
H (7.0806, 9.7601, 11.5263)
H (5.5184, 10.4868, 11.4181)
H (6.9178, 9.3579, 13.7640)
H (5.3056, 8.9100, 13.6889)
H (4.4240, 11.0989, 13.8523)
H (5.8486, 11.8296, 13.2377)
H (7.9042, 11.7153, 16.3403)
H (7.9277, 11.9519, 14.5222)
H (8.0318, 10.2928, 15.4568)
H (5.8963, 9.4774, 16.3421)
H (4.4342, 10.4957, 16.3021)
H (6.7189, 10.8740, 18.2660)
H (5.1109, 10.8610, 18.6149)
H (6.5474, 13.2972, 17.6879)
H (4.7957, 13.1938, 17.7937)
H (6.0757, 13.6192, 15.5796)
H (4.5477, 12.7469, 15.4939)
C (2.6288, 18.0339, 11.3882)
C (1.2815, 17.8092, 12.1234)
C (1.2301, 16.3830, 12.6746)
N (-0.0135, 15.9171, 13.5447)
C (-1.2703, 15.8584, 12.7338)
C (0.3935, 14.5092, 14.0458)
C (1.0657, 14.7426, 15.4160)
C (0.8994, 16.2764, 15.7981)
C (-0.1881, 16.7326, 14.8403)
H (3.5114, 17.8299, 11.9944)
H (2.7343, 19.0563, 11.0255)
H (2.7183, 17.3607, 10.5356)
H (0.4323, 17.9008, 11.4462)
H (1.1007, 18.5866, 12.8657)
H (2.1081, 16.2742, 13.3112)
H (1.2232, 15.7654, 11.7765)
H (-1.1059, 15.1911, 11.8877)
H (-1.4637, 16.8605, 12.3511)
H (-1.9538, 15.3576, 13.4194)
H (-0.5262, 13.9248, 14.0742)
H (0.9014, 13.9327, 13.2726)
H (0.6287, 14.1871, 16.2457)
H (2.1269, 14.4969, 15.4533)
H (0.6468, 16.2562, 16.8583)
H (1.8268, 16.8386, 15.6884)
H (-1.0968, 16.2907, 15.2491)
H (-0.3728, 17.7927, 14.6664)
C (8.9763, 18.3793, 17.6337)
C (7.9136, 17.8604, 16.5816)
C (8.5288, 17.6636, 15.2197)
N (7.6674, 17.1893, 14.0961)
C (8.6860, 16.8655, 12.9631)
C (6.7031, 18.2375, 13.6383)
C (5.4130, 18.2035, 14.5029)
C (5.2069, 16.7066, 14.7052)
C (6.6343, 16.0849, 14.4607)
H (9.2865, 19.3926, 17.3789)
H (9.9549, 17.9002, 17.6042)
H (8.5696, 18.5087, 18.6367)
H (7.0696, 18.5496, 16.5559)
H (7.3341, 17.0484, 17.0209)
H (9.4807, 17.1403, 15.3096)
H (9.0468, 18.5786, 14.9325)
H (9.3712, 17.7046, 12.8428)
H (8.1459, 16.7613, 12.0221)
H (9.1996, 16.0177, 13.4166)
H (6.5105, 17.9826, 12.5961)
H (7.3365, 19.1217, 13.5666)
H (4.6039, 18.5491, 13.8595)
H (5.3427, 18.8712, 15.3615)
H (4.5236, 16.3016, 13.9587)
H (4.7176, 16.3952, 15.6281)
H (6.4921, 15.5440, 13.5252)
H (7.1115, 15.4568, 15.2130)
C (9.3548, 16.3807, 4.6621)
C (7.8198, 15.9476, 4.6147)
C (6.9594, 16.6290, 5.6691)
N (5.6516, 15.9000, 6.0438)
C (4.6567, 15.7724, 4.8385)
C (4.9294, 16.6613, 7.2448)
C (4.1488, 15.6475, 8.0024)
C (5.0731, 14.4762, 7.9747)
C (5.7952, 14.4857, 6.6898)
H (9.4824, 17.4237, 4.3725)
H (10.0065, 15.7961, 4.0127)
H (9.8862, 16.2876, 5.6093)
H (7.5683, 14.8992, 4.4546)
H (7.4307, 16.3372, 3.6740)
H (6.6334, 17.6270, 5.3761)
H (7.5904, 16.7585, 6.5483)
H (3.6941, 15.4158, 5.2050)
H (5.1051, 15.1664, 4.0512)
H (4.5953, 16.7942, 4.4640)
H (4.3069, 17.5225, 7.0022)
H (5.7060, 16.8796, 7.9778)
H (3.2266, 15.4327, 7.4626)
H (3.7933, 15.9464, 8.9885)
H (4.6463, 13.5119, 8.2504)
H (5.8223, 14.4954, 8.7662)
H (5.6172, 13.7008, 5.9548)
H (6.8757, 14.4594, 6.8310)



Entry 2:
C33H76Cl4N7O7 as an isolated structure in a non-equilibrium geometry, computed with the ωB97M-V functional and the def2-TZVPD basis.

Its HOMO energy is -13.49 eV. The total charge is +3. For the HOMO-LUMO gap, the calculation gives 0.226 hartree.

Geometry (Å):
C (14.2468, 19.7796, 23.8976)
C (14.2096, 19.2539, 22.5124)
O (14.6922, 18.3020, 22.0110)
N (13.5075, 20.3142, 21.6432)
H (13.4732, 21.2787, 21.9880)
H (14.0356, 20.4679, 20.7759)
C (12.1481, 19.9793, 21.2307)
H (15.1497, 20.3102, 24.1562)
H (14.2582, 18.9800, 24.6127)
H (13.4526, 20.4914, 24.0728)
H (12.1309, 19.4243, 20.3002)
H (11.5401, 20.8728, 21.2670)
H (11.6996, 19.3381, 22.0087)
C (15.6678, 8.3517, 21.1732)
C (14.5947, 7.3989, 21.3689)
O (13.6133, 7.1671, 20.8210)
N (14.9775, 6.2740, 22.4916)
H (15.2814, 5.4832, 21.9136)
H (15.7370, 6.6053, 23.0488)
C (13.8521, 5.7391, 23.2871)
H (16.6018, 7.8934, 20.7903)
H (15.9263, 8.8653, 22.1129)
H (15.4042, 9.1869, 20.5223)
H (12.9526, 5.7414, 22.6558)
H (13.7526, 6.2774, 24.1928)
H (14.0717, 4.7092, 23.4207)
C (20.0128, 13.2772, 15.9450)
C (19.5316, 12.2983, 16.9786)
O (19.6013, 12.4558, 18.1552)
N (18.8620, 11.0524, 16.3801)
H (18.1236, 10.7032, 16.9307)
H (18.4141, 11.2018, 15.4596)
C (19.8598, 10.0394, 16.0998)
H (20.2801, 14.2231, 16.3471)
H (19.0975, 13.3385, 15.3226)
H (20.7324, 12.9335, 15.2497)
H (20.0969, 9.5186, 17.0503)
H (20.7308, 10.6220, 15.7939)
H (19.4714, 9.3754, 15.3327)
C (14.9767, 13.5865, 19.8472)
C (15.7741, 13.4252, 18.6108)
O (16.7879, 14.0265, 18.3845)
N (15.2735, 12.4660, 17.6090)
H (15.8663, 12.7006, 16.7330)
H (15.3743, 11.5381, 17.9409)
C (13.8789, 12.6719, 17.1035)
H (15.6756, 13.5368, 20.6871)
H (14.1235, 12.9144, 19.9113)
H (14.4139, 14.5679, 19.7982)
H (13.9231, 13.5231, 16.5014)
H (13.2098, 12.8755, 17.9470)
H (13.6296, 11.8128, 16.4548)
C (10.5454, 18.8973, 16.9710)
C (12.0350, 18.4664, 16.8253)
O (13.0066, 19.0807, 17.3083)
N (12.2754, 17.0366, 16.5447)
H (12.1498, 16.4800, 17.5677)
H (11.5391, 16.7124, 15.7760)
C (13.7816, 16.7260, 16.2841)
H (10.4722, 20.0004, 16.7856)
H (10.2830, 18.7589, 18.0269)
H (9.9176, 18.3541, 16.2549)
H (14.0340, 15.6960, 16.5044)
H (14.3637, 17.3176, 16.9532)
H (13.9184, 16.9701, 15.2508)
C (7.3978, 16.1958, 12.2835)
C (8.1429, 15.0354, 11.5849)
C (7.7328, 14.7645, 10.1111)
C (8.0844, 15.7531, 9.0170)
C (9.6346, 16.0854, 9.0358)
C (10.2344, 16.3622, 10.4344)
N (9.6364, 15.2013, 11.3843)
O (10.3948, 14.4251, 11.8226)
C (10.0128, 17.7509, 11.0679)
C (11.7292, 16.1065, 10.4319)
C (8.0491, 13.8382, 12.4469)
H (7.4223, 17.1464, 11.7470)
H (7.7341, 16.2504, 13.3258)
H (6.3858, 15.8854, 12.3405)
H (6.6342, 14.5985, 10.2269)
H (8.1117, 13.7044, 9.9055)
H (7.4735, 16.6773, 8.9864)
H (7.9138, 15.2042, 8.0592)
H (9.8377, 16.9497, 8.4421)
H (10.1625, 15.2218, 8.6173)
H (10.4301, 18.4479, 10.3733)
H (10.4966, 17.7179, 12.0369)
H (8.9873, 18.0523, 11.0589)
H (12.1664, 16.8662, 9.8122)
H (12.0525, 15.1899, 9.9654)
H (12.0838, 16.2394, 11.4225)
H (7.0276, 13.6501, 12.7702)
H (8.6753, 14.0096, 13.3384)
H (8.4975, 12.9801, 11.9319)
C (16.4255, 10.8977, 9.1276)
C (15.8467, 10.6022, 10.4928)
C (14.7075, 9.5208, 10.4760)
C (14.6134, 8.7892, 11.8179)
C (15.8613, 7.9585, 11.9830)
C (17.1345, 8.7648, 12.3213)
N (17.1762, 10.0472, 11.3761)
O (18.0554, 10.7785, 11.3729)
C (18.4219, 8.0830, 11.9364)
C (17.1157, 9.3585, 13.7350)
C (15.5221, 11.9582, 11.2479)
H (17.1882, 11.7523, 9.1606)
H (15.5559, 11.1825, 8.5199)
H (16.8174, 9.9805, 8.6223)
H (14.7758, 8.8275, 9.6387)
H (13.7496, 10.0542, 10.3278)
H (13.7236, 8.1809, 11.8573)
H (14.4700, 9.6113, 12.4978)
H (15.9970, 7.2936, 11.1104)
H (15.8089, 7.1816, 12.7985)
H (18.5316, 7.2090, 12.5229)
H (19.2541, 8.7761, 12.0221)
H (18.2259, 7.7611, 10.9043)
H (16.1152, 9.6923, 14.0003)
H (17.7418, 10.2415, 13.8659)
H (17.3676, 8.5539, 14.4289)
H (14.7270, 12.4806, 10.7217)
H (16.4040, 12.6498, 11.2667)
H (15.1299, 11.6842, 12.2786)
Cl (12.2919, 15.3387, 18.9163)
Cl (16.5607, 13.1462, 14.9610)
Cl (10.2007, 16.0715, 14.5509)
Cl (16.3094, 9.4057, 17.2971)



Entry 3:
A 8-piece molecular cluster, C33H76ClF3O15P overall in a non-equilibrium geometry, computed with the ωB97M-V functional and the def2-TZVPD basis.

Its HOMO energy is -3.39 eV. The total charge is -1. For the HOMO-LUMO gap, the calculation gives 0.205 hartree.

Geometry (Å):
O (2.1940, 1.8088, 2.2537)
P (2.6572, 1.6257, 0.6440)
Cl (2.1802, 3.6368, -0.0534)
C (1.4919, 0.5280, 0.0239)
C (0.0930, 1.0665, -0.2596)
C (-0.9661, 0.5246, 0.7256)
C (-2.2468, 1.2513, 0.5228)
F (-3.1205, 0.7691, -0.3945)
C (-2.5515, 2.3908, 1.1357)
F (-2.0121, 2.7886, 2.2927)
F (-3.4579, 3.2708, 0.6811)
H (3.0207, 1.9427, 2.7027)
H (1.9078, 0.1957, -0.9222)
H (0.0112, 2.1515, -0.2700)
H (-0.2033, 0.7314, -1.2511)
H (-1.1420, -0.5239, 0.5200)
H (-0.6022, 0.6769, 1.7302)
C (-7.6944, -1.3646, 3.3435)
O (-7.2388, -0.0273, 3.3737)
C (-5.8570, 0.0796, 3.6909)
C (-5.0060, 0.3316, 2.4717)
O (-4.9882, -0.7742, 1.5823)
C (-5.8070, -0.5826, 0.4440)
H (-8.6980, -1.3613, 2.9207)
H (-7.0520, -1.9956, 2.7230)
H (-7.7405, -1.7812, 4.3564)
H (-5.5118, -0.8154, 4.2130)
H (-5.7426, 0.9289, 4.3710)
H (-3.9731, 0.4916, 2.7999)
H (-5.3372, 1.2358, 1.9528)
H (-5.3499, 0.1602, -0.2123)
H (-6.8190, -0.2636, 0.7086)
H (-5.8652, -1.5326, -0.0865)
C (5.5464, 4.9409, -1.0536)
O (5.4928, 3.8906, -2.0011)
C (4.9815, 4.2880, -3.2554)
C (6.0831, 4.4723, -4.2737)
O (6.9310, 5.5673, -3.9528)
C (8.1511, 5.1692, -3.3636)
H (6.1037, 4.5757, -0.1928)
H (6.0543, 5.8228, -1.4581)
H (4.5383, 5.2101, -0.7274)
H (4.3903, 5.2036, -3.1621)
H (4.3143, 3.4912, -3.5996)
H (5.6337, 4.6881, -5.2488)
H (6.6660, 3.5509, -4.3654)
H (8.8051, 4.6985, -4.1078)
H (7.9897, 4.4767, -2.5340)
H (8.6413, 6.0647, -2.9841)
C (-0.5260, -0.6472, 7.6508)
O (-0.4225, 0.6582, 7.1202)
C (-0.9531, 0.7711, 5.8055)
C (-2.3211, 1.4096, 5.8123)
O (-3.2894, 0.5836, 6.4523)
C (-3.5986, 1.0042, 7.7651)
H (-0.2666, -0.5945, 8.7074)
H (-1.5409, -1.0430, 7.5552)
H (0.1750, -1.3243, 7.1503)
H (-0.9932, -0.2082, 5.3207)
H (-0.2716, 1.4029, 5.2298)
H (-2.6447, 1.5502, 4.7763)
H (-2.2811, 2.3925, 6.2899)
H (-4.1920, 1.9256, 7.7465)
H (-2.6958, 1.1679, 8.3590)
H (-4.1898, 0.2178, 8.2323)
C (1.8343, -0.8820, -4.1844)
O (1.2994, -1.7896, -3.2425)
C (0.3224, -2.6570, -3.7798)
C (0.8850, -4.0363, -4.0338)
O (1.8616, -4.0294, -5.0637)
C (3.1892, -4.0649, -4.5675)
H (2.6878, -0.3944, -3.7174)
H (2.1666, -1.3917, -5.0939)
H (1.0943, -0.1167, -4.4446)
H (-0.1037, -2.2434, -4.6996)
H (-0.4817, -2.7369, -3.0406)
H (0.0740, -4.6967, -4.3601)
H (1.3036, -4.4440, -3.1092)
H (3.4216, -5.0538, -4.1601)
H (3.3496, -3.3078, -3.7965)
H (3.8621, -3.8667, -5.3998)
C (5.3754, -7.3629, -4.7155)
O (5.9717, -6.0951, -4.5206)
C (7.2498, -6.1624, -3.9105)
C (8.3587, -5.9772, -4.9193)
O (8.4201, -7.0562, -5.8397)
C (7.8444, -6.7518, -7.0958)
H (4.4978, -7.2190, -5.3438)
H (6.0576, -8.0573, -5.2127)
H (5.0555, -7.7898, -3.7585)
H (7.3745, -7.1089, -3.3766)
H (7.3024, -5.3515, -3.1776)
H (9.3161, -5.9468, -4.3900)
H (8.2331, -5.0273, -5.4465)
H (8.4810, -6.0562, -7.6539)
H (6.8462, -6.3211, -6.9882)
H (7.7680, -7.6820, -7.6563)
C (-2.9138, -5.4799, 4.7671)
O (-3.9668, -4.7094, 4.2257)
C (-3.5662, -3.3896, 3.8705)
C (-3.3464, -3.2427, 2.3845)
O (-2.2313, -4.0152, 1.9529)
C (-2.5971, -5.2207, 1.3186)
H (-3.2611, -6.5102, 4.8361)
H (-2.0240, -5.4481, 4.1335)
H (-2.6546, -5.1286, 5.7729)
H (-2.6623, -3.1034, 4.4163)
H (-4.3721, -2.7179, 4.1758)
H (-3.1273, -2.2001, 2.1594)
H (-4.2486, -3.5205, 1.8336)
H (-3.0207, -5.0225, 0.3268)
H (-3.3197, -5.7887, 1.9120)
H (-1.6938, -5.8173, 1.1983)
C (-3.8275, 6.0781, 0.6934)
O (-4.4670, 7.3469, 0.6141)
C (-3.5712, 8.4168, 0.3775)
C (-3.6056, 8.8644, -1.0661)
O (-3.0975, 7.8711, -1.9373)
C (-4.1026, 7.1403, -2.6109)
H (-4.6039, 5.3217, 0.6911)
H (-3.1624, 5.9073, -0.1549)
H (-3.2575, 5.9969, 1.6243)
H (-2.5522, 8.1417, 0.6641)
H (-3.8882, 9.2529, 1.0110)
H (-2.9690, 9.7487, -1.1778)
H (-4.6259, 9.1430, -1.3488)
H (-4.5831, 7.7607, -3.3772)
H (-4.8611, 6.7664, -1.9191)
H (-3.6216, 6.2933, -3.0960)



Question: total charge of number 3 (C33H76ClF3O15P)?
Answer: -1



Question: The highest total charge belongs to which entry?
Answer: C33H75N4O